Formula: C6H21O6V
Source: OMol25
Level of theory: ωB97M-V with the def2-TZVPD basis set

Each line ends with the natural charge from an NBO analysis.
Cartesian coordinates (Å):
V1 -0.1308 0.1174 -0.4685  1.327
C1 -2.4648 -0.9081 3.3773  -0.622
C2 -1.8789 0.2592 2.5098  -0.029
O1 -0.8001 -0.0927 1.7218  -0.917
H1 -3.4056 -0.6010 3.8342  0.188
H2 -1.7658 -1.2428 4.1438  0.203
H3 -2.6272 -1.7847 2.7500  0.184
H4 -1.5889 0.9567 3.2957  0.127
H5 -2.7326 0.6886 1.9854  0.081
C3 2.9329 3.0301 1.2340  -0.635
C4 2.0443 2.6941 0.0258  -0.118
O2 1.7603 1.3608 -0.1866  -0.325
H6 3.2999 4.0500 1.3481  0.223
H7 3.6711 2.2307 1.2978  0.227
H8 2.3664 2.8734 2.1520  0.220
H9 2.5654 2.9997 -0.8815  0.220
H10 1.2336 3.4006 0.2037  0.153
C5 1.0891 -3.1464 -2.6889  -0.634
C6 1.2004 -3.0336 -1.1249  -0.037
O3 1.2856 -1.6437 -0.7966  -0.909
H11 0.9290 -4.1470 -3.0903  0.196
H12 1.9942 -2.7969 -3.1857  0.196
H13 0.4794 -2.3551 -3.1252  0.169
H14 2.0366 -3.6022 -0.7178  0.150
H15 0.3157 -3.5059 -0.6980  0.124
O4 -1.5140 1.8345 -0.4803  -0.923
H16 -2.0785 2.0287 0.2679  0.515
H17 -1.5446 2.6270 -1.0161  0.485
O5 -1.9940 -1.0163 -0.8244  -0.914
H18 -2.4391 -1.6517 -0.2637  0.509
H19 -2.3341 -1.1910 -1.7019  0.485
O6 0.0066 0.3922 -2.5982  -0.913
H20 0.3090 -0.0862 -3.3702  0.512
H21 -0.2205 1.2615 -2.9283  0.480

Cartesian forces, eV/Å:
V 0.54 -2.13 1.97
C 0.42 -0.01 -0.88
C 0.76 -1.19 0.84
O 0.03 0.24 -1.24
H -0.05 -0.02 0.10
H 0.08 0.25 0.06
H -0.25 -0.07 -0.14
H 0.15 0.82 0.02
H -0.46 0.35 -0.53
C 0.04 -1.83 0.79
C 0.14 1.02 0.80
O -0.24 0.47 0.55
H 0.22 -0.14 -0.79
H 0.69 0.51 -0.03
H -0.43 -0.07 -0.06
H 0.23 0.09 -0.43
H -1.07 -0.43 -0.79
C 1.30 0.37 0.30
C -0.74 2.27 -1.03
O -0.73 -0.13 0.05
H -0.52 0.01 0.03
H 0.85 -0.33 0.45
H -1.22 -0.44 0.41
H 0.41 0.04 -0.22
H -0.43 -0.05 0.16
O 0.06 0.29 -0.41
H -0.09 -0.35 0.63
H 0.12 0.18 -0.18
O -0.16 0.16 -0.35
H 0.25 -0.09 0.62
H 0.09 0.01 -0.36
O -0.31 0.52 -0.34
H 0.40 -0.59 0.11
H -0.09 0.30 -0.09

Results
- ⟨S²⟩ = 6.011
- E_LUMO (spin up / spin down) (eV) = -0.579 / -2.507
- E_HOMO (spin up / spin down) (eV) = -6.7 / -6.9
- gap between HOMO and LUMO (spin up / spin down) (eV) = 6.16 / 4.40
- molar mass (g/mol) = 240.2
- E (eV) = -44531.1512
- spin multiplicity = 5


Formula: C6H22INO4
Source: OMol25
Level of theory: ωB97M-V with the def2-TZVPD basis set

Each line ends with the natural charge from an NBO analysis.
Cartesian coordinates (Å):
N1 -2.2866 -1.9274 3.1885  -0.908
H1 -3.2055 -1.5991 3.4801  0.431
H2 -2.3038 -2.9452 3.1534  0.440
H3 -1.5663 -1.5880 3.8275  0.450
H4 -2.0114 -1.4812 2.2736  0.459
I1 -0.5789 -0.0425 1.0413  -0.844
C1 0.1129 -0.3695 -4.8002  -0.625
C2 -0.0480 0.3993 -3.5070  -0.062
O1 -1.1248 -0.1559 -2.7776  -0.736
H5 0.9945 -0.0928 -5.3780  0.208
H6 -0.7911 -0.3158 -5.4057  0.208
H7 0.2761 -1.4263 -4.5609  0.205
H8 -0.2273 1.4508 -3.7702  0.150
H9 0.8928 0.3632 -2.9469  0.159
H10 -1.0239 0.1314 -1.8625  0.488
C3 -0.0492 -3.5838 -2.2087  -0.642
C4 0.2108 -4.2256 -0.8643  -0.057
O2 -0.4779 -3.6077 0.2092  -0.759
H11 0.3858 -2.5902 -2.3085  0.214
H12 -1.1236 -3.4558 -2.3636  0.217
H13 0.2806 -4.2713 -2.9908  0.208
H14 1.2859 -4.3191 -0.6634  0.153
H15 -0.1561 -5.2560 -0.8635  0.164
H16 -0.2490 -2.6682 0.2379  0.485
C5 1.7557 5.1439 3.0089  -0.077
C6 0.7228 4.0726 2.7321  -0.088
O3 1.3630 2.8295 2.5121  -0.728
O4 2.4668 4.9272 4.2092  -0.708
H17 1.2323 6.1120 3.0333  0.150
H18 2.4468 5.2074 2.1685  0.183
H19 0.1656 4.3439 1.8273  0.170
H20 -0.0057 4.0659 3.5585  0.141
H21 0.7817 2.3033 1.9504  0.489
H22 1.8551 4.5711 4.8600  0.461

Cartesian forces, eV/Å:
N -0.24 -0.05 0.33
H 0.06 0.16 0.00
H 0.26 -0.01 -0.20
H -0.05 -0.12 0.09
H 0.23 0.14 -0.51
I -0.16 -0.06 0.04
C 0.09 -0.93 0.21
C 0.36 0.31 -0.66
O 0.16 0.11 0.05
H -0.13 0.44 -0.01
H 0.06 0.13 -0.09
H -0.17 0.02 0.01
H -0.11 0.03 0.27
H -0.09 -0.06 0.14
H -0.18 -0.10 0.15
C -0.53 -0.19 -0.05
C -0.04 -0.54 0.08
O 0.02 0.17 0.24
H 0.23 -0.10 -0.05
H 0.00 -0.01 0.13
H 0.30 0.28 -0.10
H -0.01 0.30 0.05
H -0.07 0.05 -0.12
H 0.01 0.09 -0.03
C -0.61 0.24 -0.19
C 0.14 0.17 -0.56
O -0.19 0.13 0.26
O 0.26 0.03 -0.08
H -0.01 -0.04 0.11
H 0.29 -0.21 0.21
H -0.03 0.22 0.10
H 0.09 -0.31 0.06
H 0.06 -0.28 0.09
H 0.00 -0.01 0.00

Results
- E_LUMO (eV) = -0.688
- E_HOMO (eV) = -8.5
- gap between HOMO and LUMO (eV) = 7.79
- molar mass (g/mol) = 299.1
- E (eV) = -24358.8432
- spin multiplicity = 1


Formula: C6H22LiN8O6
Source: OMol25
Level of theory: ωB97M-V with the def2-TZVPD basis set

Each line ends with the natural charge from an NBO analysis.
Cartesian coordinates (Å):
Li1 -0.1563 0.3241 0.4552  0.996
C1 -2.5968 2.9330 4.3112  -0.086
C2 -3.6054 1.9715 3.6874  -0.091
O1 -3.2526 1.6666 2.3960  -0.738
O2 -1.3293 2.4069 4.3935  -0.718
H1 -2.8907 3.1709 5.3335  0.161
H2 -2.5016 3.9723 3.9968  0.163
H3 -4.5958 2.4246 3.7310  0.186
H4 -3.3932 1.0865 4.2872  0.174
H5 -4.0425 1.3935 1.9238  0.476
H6 -0.8964 3.0358 4.9754  0.473
C3 5.8797 -0.4901 -0.1817  0.746
O3 6.0885 -0.3135 0.9221  -0.630
N1 5.1656 -1.5114 -0.6337  -0.848
N2 6.1954 0.3144 -1.1402  -0.834
H7 4.6243 -2.0430 0.0330  0.408
H8 5.0093 -1.4483 -1.6296  0.373
H9 5.9838 0.1495 -2.1139  0.380
H10 6.7065 1.1558 -0.9149  0.406
C4 1.0542 4.6967 -3.7031  0.751
O4 0.8159 3.9065 -2.8406  -0.692
N3 0.1803 5.1746 -4.5088  -0.814
N4 2.2304 5.2310 -3.9327  -0.828
H11 -0.7762 5.0962 -4.1940  0.404
H12 0.3952 5.9195 -5.1562  0.386
H13 2.9976 4.9941 -3.3199  0.408
H14 2.3566 5.6780 -4.8296  0.385
C5 -2.0341 -2.9689 -4.2251  0.766
O5 -1.0632 -2.6435 -3.5808  -0.678
N5 -2.4994 -4.2339 -4.4647  -0.847
N6 -2.7112 -2.0692 -4.8810  -0.827
H15 -2.0552 -4.9838 -3.9543  0.405
H16 -3.3814 -4.4212 -4.9197  0.394
H17 -2.2407 -1.2039 -5.1046  0.401
H18 -3.4930 -2.2334 -5.4991  0.386
C6 -0.5016 -4.1627 4.1506  0.749
O6 0.0034 -3.2846 3.4096  -0.731
N7 -0.8390 -3.9456 5.3177  -0.788
N8 -0.8912 -5.3569 3.7192  -0.828
H19 -0.7618 -2.9745 5.5844  0.413
H20 -1.0711 -4.6450 6.0083  0.399
H21 -0.7852 -5.7158 2.7811  0.406
H22 -1.3218 -6.0528 4.3111  0.382

Cartesian forces, eV/Å:
Li -0.08 0.01 0.16
C -1.39 1.64 0.99
C 1.43 1.06 1.70
O 0.38 -0.26 -2.35
O 1.57 -0.89 -0.21
H -0.90 -0.64 0.43
H -0.56 0.04 -1.47
H -0.10 -0.37 0.42
H -1.04 -0.29 0.38
H 0.04 -0.04 -0.09
H 0.70 -0.35 0.00
C -2.16 -1.87 -3.54
O 1.96 1.48 8.54
N -1.32 -2.28 -1.33
N 1.98 3.96 -3.85
H 0.14 -0.07 -0.57
H -0.77 -1.05 0.46
H 0.19 0.13 0.37
H -0.03 -0.30 -0.09
C 1.51 -0.30 1.12
O -0.60 -2.03 2.43
N -4.85 1.58 -3.14
N 3.45 0.85 -0.21
H 0.08 -0.07 -0.45
H -0.24 -0.14 0.33
H -0.02 0.03 -0.54
H 0.66 0.00 0.53
C 0.44 -1.71 -0.24
O 1.00 -0.58 1.04
N 0.52 -0.96 0.88
N -2.27 3.65 -2.34
H -0.25 0.12 -0.11
H 0.33 0.14 0.17
H -0.01 -0.13 0.45
H 0.24 -0.46 0.22
C 1.71 0.58 -7.60
O -0.34 -0.86 0.43
N -1.57 2.62 8.17
N -0.44 -3.38 -1.68
H 0.13 -0.32 0.50
H -0.05 0.29 -0.26
H 0.47 0.72 0.14
H 0.08 0.47 0.18

Results
- ΔE to the lowest compared entry with this formula, charge and spin (kJ/mol) = 719.46
- E_LUMO (eV) = -4.355
- E_HOMO (eV) = -11.7
- net charge = +1
- gap between HOMO and LUMO (eV) = 7.33
- molar mass (g/mol) = 309.2
- E (eV) = -30984.3076
- spin multiplicity = 1